No. 1
66
Properties=species:S:1:pos:R:3 method="wB97M-V/def2-TZVPD" largest_force_ev_per_a=0.70 molar_mass_g_mol=600.478 energy_ha=-2315.17544 multiplicity=1 smiles="CCOC(=O)N1c2ccc(C(F)(F)F)cc2[C@@H](N(Cc2cc(C(F)(F)F)cc(C(F)(F)F)c2)C(=O)OC)C[C@H]1CC" relative_energy_kcal_mol=5.4
C -5.4067 -4.1900 -0.4742
C -4.1555 -4.0796 -1.3327
O -3.2107 -3.1687 -0.7680
C -3.4342 -1.8630 -1.0137
O -4.3315 -1.4501 -1.7047
N -2.4910 -1.0666 -0.4248
C -2.5710 0.3303 -0.4810
C -3.7805 1.0128 -0.3999
C -3.8024 2.3936 -0.3925
C -2.6082 3.0953 -0.4681
C -2.5801 4.5942 -0.4153
F -3.7859 5.1576 -0.5533
F -1.7956 5.1274 -1.3689
F -2.0861 5.0424 0.7586
C -1.3980 2.4225 -0.5729
C -1.3683 1.0402 -0.5723
C -0.0889 0.2686 -0.7997
N 1.0928 1.0583 -0.5046
C 2.0970 1.3383 -1.5170
C 3.4358 0.7743 -1.1124
C 4.5574 1.5865 -1.0111
C 5.7680 1.0493 -0.6022
C 6.9925 1.9179 -0.4757
F 7.3507 2.0993 0.8055
F 6.8332 3.1336 -1.0081
F 8.0573 1.3692 -1.0867
C 5.8858 -0.2952 -0.2748
C 4.7606 -1.0964 -0.3743
C 4.8186 -2.5628 -0.0423
F 3.8207 -2.9268 0.7841
F 4.6801 -3.3285 -1.1414
F 5.9591 -2.9342 0.5424
C 3.5465 -0.5716 -0.7949
C 1.3133 1.6397 0.7079
O 2.2771 2.3281 0.9401
O 0.3492 1.3451 1.6008
C 0.4466 1.9974 2.8606
C -0.0556 -1.0952 -0.0695
C -1.4264 -1.5778 0.4292
C -1.6877 -1.1642 1.8847
C -3.0315 -1.6760 2.3891
H -5.9272 -3.2359 -0.4546
H -6.0687 -4.9424 -0.8926
H -5.1443 -4.4729 0.5426
H -4.4166 -3.7425 -2.3406
H -3.6252 -5.0327 -1.3829
H -4.7029 0.4594 -0.3519
H -4.7392 2.9233 -0.3223
H -0.4841 2.9902 -0.6614
H -0.0608 0.0685 -1.8786
H 1.7733 0.8948 -2.4601
H 2.1909 2.4214 -1.6477
H 4.4841 2.6391 -1.2354
H 6.8303 -0.7020 0.0524
H 2.6843 -1.2172 -0.8622
H -0.1325 2.9230 2.8385
H 0.0353 1.3157 3.6021
H 1.4893 2.2277 3.0842
H 0.6107 -1.0161 0.7888
H 0.3582 -1.8423 -0.7488
H -1.4623 -2.6671 0.3674
H -0.8889 -1.5782 2.5019
H -1.6483 -0.0774 1.9621
H -3.0866 -2.7581 2.2929
H -3.1643 -1.4156 3.4360
H -3.8509 -1.2378 1.8243

---

No. 2
14
Properties=species:S:1:pos:R:3 method="wB97M-V/def2-TZVPD" largest_force_ev_per_a=3.77 molar_mass_g_mol=90.102 energy_ha=-323.96172 charge=+1 multiplicity=1 relative_energy_kcal_mol=103.9
C 2.3127 -0.4555 0.1363
C -3.3509 -0.2296 0.3017
C 0.6420 0.6666 -1.0070
N 0.9094 -0.1292 -0.0770
O 0.1167 -0.8494 0.6099
O -2.2404 0.1748 -0.0606
H 2.5363 -1.5365 -0.1169
H 2.4772 -0.3988 1.1431
H 2.8451 0.3113 -0.4105
H -0.8071 -0.4916 0.4308
H -4.2471 -0.3890 -0.4746
H -3.4127 -0.4136 1.4084
H -0.4183 0.9144 -1.2446
H 1.4369 1.4118 -1.2224

---

No. 3
82
Properties=species:S:1:pos:R:3 method="wB97M-V/def2-TZVPD" largest_force_ev_per_a=4.09 molar_mass_g_mol=827.670 energy_ha=-3415.50937 charge=-1 multiplicity=1
Lu -7.9736 -0.9031 15.8583
O -10.0251 -0.4775 15.8662
C -10.9223 0.5463 15.8580
C -10.1844 1.8965 16.3683
C -9.5637 1.6453 17.6844
C -10.1570 2.1637 18.8672
C -9.5155 1.9070 20.0303
C -8.3923 1.1496 20.1320
C -7.8701 0.7032 18.9505
C -6.4897 0.0543 19.1017
C -6.4398 -1.4272 18.7263
O -7.0451 -1.5412 17.5274
C -4.9632 -1.9699 18.6430
C -3.8557 -1.1856 18.9633
C -2.6075 -1.6390 18.7972
C -2.3454 -2.9309 18.2440
C -3.4725 -3.6235 17.8372
C -4.7509 -3.1311 17.9626
C -7.1774 -2.2331 19.8748
C -6.8373 -2.1422 21.2156
C -7.6681 -2.7334 22.1843
C -8.7622 -3.5149 21.8465
C -9.0230 -3.6396 20.4957
C -8.2778 -3.0007 19.4735
N -8.4162 0.9403 17.7430
C -12.1521 0.2877 16.7409
C -12.0077 -0.6626 17.7700
C -13.0880 -1.0080 18.5549
C -14.3238 -0.3055 18.3511
C -14.4654 0.6266 17.3343
C -13.4018 0.9148 16.5332
C -11.4056 0.7105 14.3693
C -11.5750 1.9595 13.7296
C -12.1878 2.0729 12.5146
C -12.4634 0.9121 11.8151
C -12.4123 -0.3258 12.4332
C -11.8157 -0.4553 13.7098
H -10.9556 2.7731 16.4478
H -9.4039 2.0738 15.6655
H -11.0931 2.7856 18.9347
H -9.8844 2.2330 21.0235
H -7.9625 0.9725 21.1364
H -6.0943 0.3402 20.0430
H -5.9133 0.5326 18.3314
H -3.9777 -0.1862 19.4501
H -1.7793 -1.0735 18.9153
H -1.3576 -3.3428 18.2629
H -3.3913 -4.6076 17.3195
H -5.5096 -3.7691 17.6815
H -5.8866 -1.6569 21.4851
H -7.3720 -2.5590 23.1838
H -9.2125 -3.9795 22.6645
H -9.7990 -4.4097 20.2711
H -8.5327 -3.0864 18.4519
H -10.9990 -1.0151 17.9205
H -13.0373 -1.7585 19.2923
H -15.0091 -0.5770 19.1332
H -15.3725 1.2434 17.1743
H -13.4772 1.5507 15.6773
H -11.1669 2.8509 14.1545
H -12.1853 3.0681 12.0632
H -12.8028 1.0287 10.7972
H -12.7445 -1.3072 11.8892
H -11.6373 -1.4278 14.0854
O -7.6658 2.0156 12.5003
C -7.7261 1.0430 13.2359
O -7.4354 0.9425 14.5070
C -8.1563 -0.2911 12.6597
C -8.3765 -0.5202 11.3286
C -8.7803 -1.7682 10.8367
C -9.0569 -2.7450 11.7602
C -8.7123 -2.4773 13.0795
N -8.3079 -1.2890 13.4572
C -8.7252 -3.5548 14.1702
O -8.9213 -4.7098 13.8968
O -8.2851 -3.0833 15.2613
H -8.2718 0.2841 10.6092
H -8.8074 -1.9351 9.7918
H -9.3969 -3.7388 11.5485
O -5.5173 -0.2688 15.3674
H -5.0241 -0.1737 16.1994
H -5.9143 0.5782 15.0983

---

No. 4
89
Properties=species:S:1:pos:R:3 method="wB97M-V/def2-TZVPD" largest_force_ev_per_a=9.33 molar_mass_g_mol=1151.742 energy_ha=-8508.95430 charge=-1 multiplicity=1
C -5.2015 -0.6571 -2.7698
C -3.5593 -0.9208 -2.7352
C -2.9942 -0.2098 -1.3712
O -1.6311 0.4077 -1.3881
P -1.3679 1.0797 0.2182
C 0.3500 0.2725 0.5393
C 1.0549 0.7941 1.9528
C 0.2400 0.2562 3.3037
I 3.1122 -0.0396 2.1647
O -2.1727 -0.2497 1.0336
C -3.0201 -1.0121 0.0581
C -2.5994 -2.5726 -0.2148
C -1.7037 -3.2700 0.9692
O -1.7579 -2.9950 2.2765
I -0.2651 -4.8311 0.2798
H -5.4169 0.4793 -2.9512
H -5.7257 -1.3170 -3.5839
H -5.5946 -1.0375 -1.7107
H -3.2696 -2.0459 -2.8710
H -3.0784 -0.3289 -3.6494
H -3.6858 0.7605 -1.3066
H -0.7291 2.1517 -0.5233
H -1.0487 1.8521 1.3967
H -2.6508 1.7820 0.3204
H 0.3057 -0.9180 0.5959
H 1.0418 0.6163 -0.3493
H 1.1243 1.9625 1.9581
H 0.8592 0.6366 4.2500
H 0.2049 -0.9241 3.3371
H -0.8298 0.7409 3.3894
H -4.1067 -0.7673 0.4563
H -1.9106 -2.5695 -1.1902
H -3.5450 -3.2301 -0.5230
Cl -4.1818 -0.6543 -6.5406
C -3.8090 0.8536 -7.4118
C -3.5630 2.0184 -6.4659
Cl -5.0469 2.5200 -5.6164
H -4.6333 1.0611 -8.1010
H -2.9101 0.6618 -8.0052
H -3.2130 2.8877 -7.0297
H -2.8078 1.7736 -5.7126
Cl 3.9214 -1.7713 6.1938
C 3.3214 -3.2782 5.4584
C 4.4239 -4.0527 4.7535
Cl 5.0061 -3.2151 3.2925
H 2.5076 -3.0219 4.7732
H 2.9049 -3.8820 6.2700
H 4.0456 -5.0263 4.4294
H 5.2819 -4.2219 5.4115
Cl -8.8350 -1.1403 -2.2840
C -9.4350 -2.6473 -3.0195
C -8.3326 -3.4218 -3.7243
Cl -7.7504 -2.5842 -5.1853
H -10.2489 -2.3910 -3.7046
H -9.8516 -3.2511 -2.2078
H -8.7109 -4.3954 -4.0484
H -7.4746 -3.5909 -3.0663
Cl 0.6834 3.8814 -5.1154
C 0.7384 2.3227 -4.2556
C 0.6857 1.1386 -5.2079
Cl -0.9003 0.9869 -6.0058
H -0.0880 2.3004 -3.5385
H 1.6767 2.3049 -3.6933
H 0.8510 0.2094 -4.6553
H 1.4509 1.2131 -5.9868
Cl 3.1686 1.9103 -2.0278
C 4.6110 1.0107 -1.4967
C 5.7838 1.9305 -1.1956
Cl 6.4320 2.6978 -2.6674
H 4.8607 0.2798 -2.2719
H 4.3272 0.4638 -0.5927
H 6.6023 1.3564 -0.7524
H 5.5047 2.7235 -0.4950
Cl 10.1588 0.1548 5.7628
C 8.6036 0.1367 6.6306
C 7.4773 -0.4293 5.7804
Cl 7.0531 0.6453 4.4238
H 8.3861 1.1573 6.9602
H 8.7451 -0.4847 7.5199
H 6.5745 -0.5430 6.3872
H 7.7367 -1.4093 5.3679
Cl 2.4148 3.3565 3.1235
C 2.4837 4.3362 4.6093
C 2.1388 3.5258 5.8488
Cl 0.4231 3.0462 5.8831
H 1.8102 5.1898 4.4855
H 3.5057 4.7183 4.6887
H 2.3170 4.1250 6.7462
H 2.7458 2.6178 5.9187

---

No. 5
183
Properties=species:S:1:pos:R:3 method="wB97M-V/def2-TZVPD" largest_force_ev_per_a=4.29 molar_mass_g_mol=951.511 energy_ha=-3022.21432 multiplicity=1 smiles=CC1(C)CCCC(C)(C)N1O.CC1(C)CCCC(C)(C)N1O.CC1(C)CCCC(C)(C)N1O.CC1(C)CCCC(C)(C)N1O.CCO.CCO.CCO.CCO.CCO.CCO.CCO relative_energy_kcal_mol=32.8
C 5.6107 -4.0367 0.7910
C 5.0909 -2.6328 0.4496
C 3.6551 -2.4595 1.0109
C 5.9590 -1.3891 0.9672
C 7.2801 -1.3610 0.2842
C 7.0169 -1.2278 -1.2166
C 6.1542 -2.3610 -1.8388
C 5.7832 -1.7802 -3.2296
C 6.9788 -3.6987 -1.9721
N 4.9817 -2.4323 -1.0396
O 4.0625 -3.3042 -1.6311
H 5.7454 -4.0127 1.8529
H 4.9530 -4.8020 0.4285
H 6.6295 -4.4024 0.5262
H 3.2585 -1.4456 0.8203
H 2.9727 -3.1376 0.4698
H 3.6455 -2.5541 2.0974
H 5.3652 -0.4480 0.8881
H 6.0487 -1.5120 2.0666
H 7.9021 -0.4815 0.5864
H 7.8255 -2.2360 0.5916
H 7.9659 -1.3814 -1.7073
H 6.5872 -0.2514 -1.4647
H 5.2347 -2.5424 -3.8378
H 6.6386 -1.5931 -3.8896
H 5.2492 -0.8397 -3.0618
H 7.5363 -3.9662 -1.0965
H 7.7315 -3.5327 -2.8337
H 6.4743 -4.6439 -2.3545
H 4.4616 -4.2056 -1.6625
C -1.3521 0.3376 -5.4069
C -2.4257 0.2526 -4.2893
C -2.4885 -1.0708 -3.6920
C -2.0320 1.3172 -3.2387
C -3.1724 1.3903 -2.2164
C -4.4521 1.8599 -2.9903
C -4.9289 0.8328 -4.1090
C -5.5284 -0.4308 -3.5381
C -5.9976 1.5381 -4.8591
N -3.6827 0.7619 -4.9415
O -4.0030 -0.2139 -5.9917
H -0.4646 0.3559 -4.8232
H -1.4598 -0.3990 -6.1440
H -1.4713 1.2225 -6.0192
H -2.9052 -1.8529 -4.2436
H -1.4103 -1.3432 -3.4559
H -3.0234 -1.1818 -2.7349
H -1.1706 0.8959 -2.7292
H -1.8787 2.2749 -3.7722
H -3.2905 0.4480 -1.6756
H -2.9767 2.1216 -1.4524
H -4.2800 2.8481 -3.4795
H -5.3005 2.0195 -2.3171
H -4.7627 -0.8727 -2.8234
H -5.9631 -1.0882 -4.1805
H -6.4335 -0.1533 -2.9637
H -6.7017 1.8795 -4.0868
H -6.4625 0.8647 -5.5543
H -5.6488 2.4066 -5.4386
H -3.7956 0.1593 -6.8446
C -2.0838 -2.9042 1.6862
C -1.4476 -3.8639 0.6649
C -2.2611 -3.7298 -0.6006
C 0.0325 -3.5395 0.2363
C 0.5809 -4.7208 -0.6642
C 0.5583 -5.9976 0.2070
C -0.8396 -6.3558 0.7262
C -1.6734 -6.8807 -0.4510
C -0.7380 -7.4877 1.8076
N -1.4284 -5.1222 1.2974
O -2.6547 -5.4941 1.8808
H -3.1334 -2.9535 1.8493
H -1.5895 -2.9256 2.6335
H -1.8142 -1.9298 1.2267
H -3.2791 -4.1712 -0.5988
H -2.4152 -2.6269 -0.6125
H -1.7801 -4.0149 -1.5500
H 0.0315 -2.6179 -0.3063
H 0.6593 -3.4063 1.1285
H -0.1518 -4.8856 -1.4077
H 1.5315 -4.3972 -1.0199
H 1.1958 -5.9162 1.1130
H 0.9830 -6.7994 -0.4534
H -2.6322 -7.2732 0.0348
H -1.2209 -7.8388 -0.8126
H -1.8438 -6.1251 -1.2151
H -0.0549 -7.0648 2.6204
H -0.2444 -8.4027 1.4249
H -1.7034 -7.7692 2.1810
H -3.3524 -5.6621 1.1817
C -0.0987 4.4852 -1.1067
C -0.8923 5.7216 -0.7300
C -0.8612 6.7541 -1.8873
C -2.3343 5.4150 -0.3898
C -2.5139 4.7629 0.9556
C -2.0112 5.6973 2.0351
C -0.4921 5.9070 1.8773
C -0.0259 7.0782 2.7491
C 0.3873 4.7298 2.1706
N -0.3885 6.4774 0.4352
O 0.9933 6.6622 0.1595
H -0.6997 3.8808 -1.8639
H 0.8287 4.7892 -1.5160
H 0.0138 3.7553 -0.3146
H -1.4201 6.4153 -2.7876
H -1.3127 7.7405 -1.5756
H 0.2161 6.9261 -2.0933
H -2.8809 6.3245 -0.4268
H -2.7693 4.7712 -1.1483
H -3.5622 4.5435 1.1267
H -1.9734 3.8201 0.9405
H -2.0569 5.2496 3.0129
H -2.5296 6.6538 2.2139
H 1.0609 7.0813 2.6225
H -0.0772 6.6434 3.8229
H -0.5343 7.9900 2.5051
H 1.1752 4.6337 1.4100
H -0.1475 3.7694 2.1305
H 0.7682 4.7461 3.1771
H 1.0409 7.6259 0.2911
C 3.8683 0.8075 3.1085
C 3.1908 2.1625 3.3123
O 2.0929 2.0529 4.2588
H 3.3065 0.1126 2.5406
H 4.0931 0.3278 4.0207
H 4.7889 1.0070 2.6318
H 2.8083 2.6880 2.4376
H 3.9575 2.7743 3.7582
H 1.2740 1.9424 3.7341
C -4.2716 2.5907 6.2585
C -3.5282 3.2491 5.0737
O -3.0483 2.3497 4.1075
H -5.2040 2.0802 5.9779
H -4.5033 3.3169 7.0150
H -3.6595 1.9055 6.8226
H -2.6774 3.8605 5.3988
H -4.2041 3.8750 4.5847
H -2.1599 2.2104 4.3984
C 0.2438 -0.2501 6.0098
C -0.8627 -0.1536 4.9467
O -0.6859 1.0429 4.1551
H 0.0452 0.2008 6.9804
H 1.1229 0.2526 5.5633
H 0.3690 -1.3013 6.2696
H -1.8465 -0.1601 5.3861
H -0.8015 -0.9785 4.2918
H -0.9029 0.8741 3.2220
C 1.9445 -2.3964 -3.7884
C 1.1535 -1.9329 -2.5634
O 0.9758 -0.5175 -2.4526
H 1.4034 -2.1752 -4.6613
H 2.1899 -3.4855 -3.6931
H 2.8976 -1.8662 -3.8098
H 1.5785 -2.4031 -1.6898
H 0.1546 -2.3340 -2.6241
H 1.8862 -0.1390 -2.2979
C 2.9096 2.1603 -1.1013
C 4.0377 1.2326 -1.0631
O 3.6936 0.0384 -1.7148
H 2.1247 2.0195 -0.3507
H 2.4095 2.2659 -2.0651
H 3.2791 3.1852 -0.8860
H 4.3351 1.0458 -0.0130
H 4.9398 1.5800 -1.5273
H 4.1183 -0.7267 -1.2719
C -5.5908 -0.2665 0.5747
C -4.7616 0.1513 1.8011
O -3.9014 1.2763 1.6055
H -5.1109 -0.1575 -0.4243
H -6.4742 0.3873 0.5943
H -5.9940 -1.2714 0.6461
H -4.2166 -0.7094 2.2018
H -5.5045 0.4217 2.5236
H -3.7499 1.8132 2.4052
C 0.5746 -0.0874 0.8168
C -0.7568 0.5311 0.4347
O -1.2435 1.3697 1.4510
H 1.2377 0.7228 1.1835
H 1.0151 -0.5737 -0.0633
H 0.4206 -0.8230 1.5918
H -1.4287 -0.3005 0.1304
H -0.5880 1.1255 -0.4413
H -2.2330 1.3174 1.2912